# 1
ORCA calculation (the ωB97M-V functional and the def2-TZVPD basis) on an isolated molecule of C3H7NO2S in a non-equilibrium geometry.

Output
SMILES: C[C@](O)(S)C(N)=O
E, eV: -19643.5170
LUMO energy, hartree: 0.0188
HOMO level, eV: -9.558
Energy relative to the best compared isomer or geometry (same formula, charge and spin), kcal per mole: 48.13

```
14
Properties=species:S:1:pos:R:3:forces:R:3:mulliken_charge:R:1
C 1.054639 -0.138818 1.253658 -1.28 3.01 0.21 -1.19
C -0.348192 -0.181853 0.499637 -1.73 -0.80 2.59 0.79
O -1.665009 0.182894 1.539056 3.58 -0.96 -2.23 -0.59
S -0.504285 -1.905612 -0.161279 -0.39 0.55 0.77 -0.22
C -0.370297 0.686792 -0.738225 -1.77 1.14 0.65 0.25
N 0.608714 0.360728 -1.595292 0.41 2.75 -3.76 -0.36
O -1.259104 1.524642 -0.917524 1.38 -1.03 -0.16 -0.64
H 1.448623 -1.092180 1.529418 -0.14 -0.68 0.35 0.38
H 1.747642 0.293245 0.470634 -0.50 -0.27 1.36 0.32
H 0.978263 0.580467 2.192942 0.22 -1.52 -2.08 0.28
H -2.373194 0.581640 1.003081 0.68 -0.06 -0.36 0.31
H -1.330371 -1.532179 -1.144917 -0.12 -0.26 -0.09 0.16
H 1.326402 -0.311732 -1.413373 -0.10 -0.19 0.06 0.23
H 0.686166 0.951966 -2.517819 -0.24 -1.68 2.70 0.28
```
Positions in Å, forces in eV/Å.

=====

# 2
ORCA calculation (the ωB97M-V functional and the def2-TZVPD basis) on an isolated molecule of C3H7NO3 in a non-equilibrium geometry.

Output
SMILES: C=N[C@H](O)C(O)O
E, eV: -10854.3654
LUMO energy, hartree: 0.0286
HOMO level, eV: -9.375
Energy relative to the best compared isomer or geometry (same formula, charge and spin), kcal per mole: 92.30

```
14
Properties=species:S:1:pos:R:3:forces:R:3:mulliken_charge:R:1
C -0.486603 1.142810 1.569154 -0.20 -0.31 -0.86 -0.46
N -0.787491 0.655747 0.436600 -1.76 -2.79 1.22 -0.38
C -0.296344 -0.826309 0.075514 -0.26 2.94 1.11 0.07
O 0.487672 -1.414961 1.054376 -0.04 -0.06 0.15 -0.51
C 0.500257 -0.557087 -1.156143 1.59 3.29 0.33 0.14
O -0.234160 -0.456233 -2.298470 -0.01 -0.01 -0.11 -0.49
O 1.065813 0.909943 -0.687804 0.41 -2.41 -1.61 -0.54
H -1.133533 1.921941 1.954076 0.33 0.57 -0.14 0.26
H 0.413756 0.897144 2.132538 -0.19 -0.53 0.30 0.34
H -1.225568 -1.368087 -0.140438 0.14 0.06 0.14 0.25
H 0.064441 -1.263191 1.915090 0.11 -0.15 -0.31 0.36
H 1.381716 -1.176756 -1.310935 -0.20 0.01 -0.01 0.35
H -1.038647 0.048963 -2.111013 0.08 0.01 0.09 0.35
H 1.288692 1.486077 -1.432546 0.01 -0.62 -0.30 0.27
```
Positions in Å, forces in eV/Å.

=====

# 3
ORCA calculation (the ωB97M-V functional and the def2-TZVPD basis) on a structure of composition C3H7NO3 in a non-equilibrium geometry.

Output
E, eV: -10848.6703
LUMO energy (alpha / beta), hartree: -0.0162 / -0.0049
HOMO level (alpha / beta), eV: -8.914 / -9.417
Energy relative to the best compared isomer or geometry (same formula, charge and spin), kcal per mole: 223.63

```
14
Properties=species:S:1:pos:R:3:forces:R:3:mulliken_charge:R:1
C -0.037028 1.241349 -1.986973 -0.08 -0.12 -0.03 -0.55
C 0.527417 0.435701 1.405030 0.07 0.15 0.00 -0.88
C 0.416914 -0.479211 0.273133 -0.63 -2.17 0.09 0.76
O 0.023806 -2.159872 1.063575 -0.31 0.33 0.68 -0.32
O 0.992301 0.579357 -1.297078 0.21 0.50 -0.85 -0.43
O -1.264461 -2.040659 1.632458 0.34 -0.18 -0.29 -0.32
N 0.317814 -1.125189 -0.738502 0.29 1.53 0.33 -0.25
H -1.758115 -2.722327 1.149179 0.05 0.18 0.04 0.33
H -0.476225 0.609089 -2.766840 0.03 0.04 0.08 0.25
H -0.840542 1.595989 -1.324176 0.08 -0.05 -0.02 0.26
H 0.412032 2.115419 -2.475950 0.01 -0.08 0.10 0.25
H 0.542263 1.464073 1.049000 -0.03 -0.08 0.01 0.29
H -0.311777 0.262150 2.078800 0.02 -0.04 -0.07 0.35
H 1.455602 0.224130 1.938343 -0.05 -0.03 -0.07 0.27
```
Positions in Å, forces in eV/Å.

=====

# 4
ORCA calculation (the ωB97M-V functional and the def2-TZVPD basis) on a structure of composition C3H7NO3 in a non-equilibrium geometry.

Output
E, eV: -10850.1215
LUMO energy, hartree: 0.0113
HOMO level, eV: -9.846
Energy relative to the best compared isomer or geometry (same formula, charge and spin), kcal per mole: 190.16

```
14
Properties=species:S:1:pos:R:3:forces:R:3:mulliken_charge:R:1
C -2.354950 -0.760190 0.002157 3.45 -0.81 5.38 -0.62
C -0.607996 0.890886 0.076581 0.66 1.48 0.06 -0.08
C 2.720271 -0.038600 0.201644 1.95 0.01 1.89 0.22
H -1.558986 -1.489554 0.678841 -3.26 0.67 -1.09 0.25
H -2.684397 -1.260260 -0.887145 -1.68 -0.53 0.49 0.30
H -2.960146 -0.133667 0.899076 0.89 -1.65 -3.15 0.24
H -0.480183 0.483456 1.118552 0.01 1.17 -0.36 0.32
H -1.085825 1.974652 -0.093925 0.95 -2.22 0.90 0.20
H 1.919795 -0.541967 -1.658624 -2.36 1.10 4.42 0.33
H 2.357342 0.555146 1.365098 1.80 -1.57 -3.31 0.19
N 1.435772 -0.265575 -0.427564 3.20 1.15 -4.97 -0.29
O -1.302341 -0.080326 -0.577109 0.89 2.54 -2.98 -0.33
O 0.732361 1.116608 -0.523721 -0.61 -3.27 0.96 -0.24
O 3.869283 -0.450612 -0.173857 -5.87 1.93 1.76 -0.49
```
Positions in Å, forces in eV/Å.

=====

# 5
ORCA calculation (the ωB97M-V functional and the def2-TZVPD basis) on a cluster of 2 separate species, C3H7NO3 in total in a non-equilibrium geometry.

Output
SMILES: CC(O)(O)C#N.O
E, eV: -10855.6625
LUMO energy, hartree: 0.0180
HOMO level, eV: -11.350
Energy relative to the best compared isomer or geometry (same formula, charge and spin), kcal per mole: 62.39

```
14
Properties=species:S:1:pos:R:3:forces:R:3:mulliken_charge:R:1
C 1.128458 0.267874 -1.583545 -4.19 -1.75 0.26 -1.37
C 0.352170 0.500650 -0.198275 0.62 -3.21 -1.77 1.02
O 0.768611 -0.493196 0.797112 0.01 2.00 -1.17 -0.57
O 0.516745 1.760289 0.222794 0.45 2.82 1.20 -0.55
C -1.114557 0.194116 -0.409086 1.76 0.86 -0.24 0.05
N -2.217958 0.127831 -0.670657 -1.53 -0.36 -0.26 -0.40
H 0.730320 1.052636 -2.240730 -0.31 -0.56 -0.21 0.36
H 2.123476 0.461446 -1.572530 3.13 0.36 0.87 0.45
H 0.952942 -0.799550 -2.001693 0.10 1.97 0.66 0.28
H 0.179832 -0.345770 1.557179 0.06 -0.15 -0.05 0.37
H 0.503746 2.531667 -0.410704 -0.08 -1.92 0.55 0.36
O -1.525998 -1.510128 2.119784 -1.68 2.26 0.59 -0.66
H -1.245477 -1.771589 2.977349 0.61 -0.86 0.67 0.30
H -1.152310 -1.976277 1.413002 1.06 -1.46 -1.09 0.34
```
Positions in Å, forces in eV/Å.

=====

# 6
ORCA calculation (the ωB97M-V functional and the def2-TZVPD basis) on an isolated molecule of C3H7NO3 in a non-equilibrium geometry.

Output
SMILES: CC(C)(O)[N+](=O)[O-]
E, eV: -10853.4894
LUMO energy, hartree: 0.0231
HOMO level, eV: -10.756
Energy relative to the best compared isomer or geometry (same formula, charge and spin), kcal per mole: 112.50

```
14
Properties=species:S:1:pos:R:3:forces:R:3:mulliken_charge:R:1
C -0.355951 -0.521572 1.058094 -0.39 -3.67 -0.78 -1.63
C -0.620037 -0.238351 -0.404998 1.09 0.25 1.29 1.26
C 0.701962 0.296951 -1.049896 -5.02 0.06 -2.70 -1.61
O -1.709286 0.595370 -0.489150 -0.43 1.41 -1.02 -0.58
N -1.079519 -1.521116 -1.184166 0.40 0.46 0.28 0.85
O -0.276569 -2.442731 -1.226539 -0.59 0.45 -0.06 -0.56
O -2.169353 -1.461746 -1.698395 0.47 -0.72 -0.03 -0.53
H -1.255624 -0.304396 1.546491 -1.13 0.09 1.28 0.48
H 0.443070 -0.027093 1.455325 1.91 2.15 0.76 0.39
H -0.026873 -1.567972 1.313747 -0.79 0.61 -0.69 0.33
H 0.350599 0.640445 -2.050168 0.48 -0.23 0.26 0.37
H 1.388360 -0.442686 -1.210125 1.98 -1.73 0.14 0.45
H 0.963843 1.173700 -0.589275 1.10 1.76 1.58 0.44
H -2.045170 1.078705 0.290824 0.93 -0.89 -0.31 0.33
```
Positions in Å, forces in eV/Å.

=====

# 7
ORCA calculation (the ωB97M-V functional and the def2-TZVPD basis) on a cluster of 2 separate species, C3H7NO3S in total in a non-equilibrium geometry.

Output
Total charge: -2
E, eV: -21691.5531
LUMO energy, hartree: 0.2321
HOMO level, eV: 0.597
Energy relative to the best compared isomer or geometry (same formula, charge and spin), kcal per mole: 40.97

```
15
Properties=species:S:1:pos:R:3:forces:R:3:mulliken_charge:R:1
C 0.990854 -0.081858 0.157810 -0.93 2.86 -0.07 -0.44
C 1.935314 -0.627808 1.200697 -1.36 0.71 -0.03 -0.68
S 1.899365 -2.337187 1.656887 -0.72 -1.91 0.65 -0.81
N -0.457844 -0.063887 0.484494 2.89 0.22 -2.23 -0.21
C -1.242750 -0.541878 -0.622413 0.86 1.46 4.26 0.42
O -0.796203 -0.309448 -1.726466 0.18 -0.16 -3.06 -0.69
O -2.296297 -0.938433 -0.148028 -3.73 -1.65 -1.03 -0.81
H 1.129552 1.041273 -0.104245 0.95 -0.96 0.98 0.14
H 1.154344 -0.413713 -0.845880 -0.14 -1.31 -0.32 0.38
H 1.763014 -0.000853 2.072269 0.67 0.23 0.36 0.21
H 2.901060 -0.665724 0.804611 1.73 1.46 -0.48 0.24
H -0.717990 -0.421235 1.357396 -0.25 -1.01 1.04 0.24
H -2.772692 1.464446 -1.203105 0.17 -0.66 0.19 0.33
H -1.297176 1.759456 -1.530765 -0.49 -0.52 0.03 0.37
O -2.192551 2.136849 -1.553261 0.17 1.24 -0.28 -0.70
```
Positions in Å, forces in eV/Å.

=====

# 8
ORCA calculation (the ωB97M-V functional and the def2-TZVPD basis) on an isolated molecule of C3H7NO3S in a non-equilibrium geometry.

Output
E, eV: -21690.2027
LUMO energy, hartree: 0.0181
HOMO level, eV: -10.202
Energy relative to the best compared isomer or geometry (same formula, charge and spin), kcal per mole: 40.84

```
15
Properties=species:S:1:pos:R:3:forces:R:3:mulliken_charge:R:1
C 0.414391 -0.750144 0.054335 2.49 0.85 -0.84 -0.48
C 0.007725 -0.194521 -1.319854 1.51 1.94 1.46 0.72
C -1.261136 0.549319 -1.365489 -2.83 -1.26 -3.80 -1.24
N 0.948959 -0.088011 -2.153372 0.62 -1.33 0.35 -0.66
O -0.265964 0.129945 3.067179 0.85 0.14 -0.39 -0.49
O 1.942608 -1.085852 2.911239 -0.57 0.05 -0.18 -0.46
O 0.926313 0.331038 0.919973 0.41 0.07 0.43 -0.39
S 1.355914 0.181004 2.577430 -1.71 0.28 -1.80 0.69
H -0.397154 -1.158366 0.534799 -1.74 -1.45 1.15 0.40
H 1.269082 -1.408542 -0.146593 -0.53 -0.22 0.34 0.28
H -2.162078 -0.134280 -1.246051 0.97 1.08 0.66 0.29
H -1.477875 0.970082 -2.407881 0.64 -1.00 0.69 0.33
H -1.301896 1.493866 -0.917300 0.06 0.88 2.02 0.38
H -0.726239 0.794725 2.505105 0.39 -0.51 0.48 0.35
H 0.727349 0.369737 -3.013519 -0.57 0.50 -0.57 0.25
```
Positions in Å, forces in eV/Å.

=====

# 9
ORCA calculation (the ωB97M-V functional and the def2-TZVPD basis) on a cluster of 2 separate species, C3H7NO4 in total in a non-equilibrium geometry.

Output
SMILES: O=CCNC(=O)O.O
E, eV: -12903.2990
LUMO energy, hartree: 0.0172
HOMO level, eV: -9.474
Energy relative to the best compared isomer or geometry (same formula, charge and spin), kcal per mole: 61.98

```
15
Properties=species:S:1:pos:R:3:forces:R:3:mulliken_charge:R:1
O -2.582768 0.815039 1.118300 -0.02 1.75 -0.21 -0.47
C -1.445968 0.564474 0.767491 -3.27 -1.94 1.38 0.01
C -1.275276 -0.951184 1.006883 2.68 -1.84 -1.05 -0.38
N -0.607328 -1.723180 -0.161978 -2.73 2.18 2.00 -0.21
C 0.631423 -1.367552 -0.514153 2.01 -1.75 -0.17 0.56
O 1.372301 -2.206456 -1.011195 0.14 1.29 -0.31 -0.62
O 1.082826 -0.085743 -0.159356 1.92 -2.05 -0.67 -0.45
H -0.831362 1.377106 0.405876 0.96 -0.36 -0.25 0.43
H -0.606081 -1.178677 1.889003 -0.68 0.62 -0.67 0.23
H -2.255680 -1.440126 1.227182 0.79 0.90 -0.47 0.30
H -1.087759 -2.579526 -0.477933 1.24 0.87 0.16 0.26
H 2.117207 -0.182365 -0.295631 -3.05 0.35 0.26 0.34
O 2.046116 3.734304 -0.788366 -0.23 3.05 -2.71 -0.63
H 2.717632 4.490832 -0.926496 -1.22 -1.88 0.68 0.31
H 1.388474 4.043434 -1.524539 1.45 -1.20 2.04 0.33
```
Positions in Å, forces in eV/Å.

=====

# 10
ORCA calculation (the ωB97M-V functional and the def2-TZVPD basis) on a cluster of 2 separate species, C3H7NO4S2 in total in a non-equilibrium geometry.

Output
Total charge: -2
E, eV: -34568.6285
LUMO energy (alpha / beta), hartree: 0.2301 / 0.2252
Multiplicity: 3
⟨S²⟩: 2.01
HOMO level (alpha / beta), eV: 0.703 / 0.281

```
17
Properties=species:S:1:pos:R:3:forces:R:3:lowdin_spin:R:1
C -1.923834 -0.953910 1.143915 1.69 0.42 1.36 0.53
C -2.066138 0.535717 0.824858 -4.28 -1.41 0.47 0.08
C 1.500311 1.003083 -1.402891 0.87 -5.21 -1.20 0.00
N 2.217167 -1.270089 -0.135209 0.90 0.24 0.61 0.78
O -0.989570 -1.005677 -1.338514 -0.11 -0.42 -0.13 0.07
O -0.605728 -3.022244 0.138920 0.11 -0.39 -0.46 0.06
O 1.123720 0.637491 1.201656 2.15 -0.78 -1.51 0.08
O 3.414762 0.940751 0.326710 2.38 0.38 0.40 0.07
S -0.573313 -1.546177 -0.006164 -1.68 -0.48 1.08 0.22
S 2.172695 0.247873 0.170719 -4.65 1.57 -0.09 0.06
H -1.670167 -1.190046 2.272045 -0.39 0.31 -2.04 0.03
H -2.283714 0.454203 -0.249069 0.23 0.89 0.08 0.01
H -1.241749 1.142447 1.056580 1.15 0.90 0.29 0.01
H -3.081383 0.932043 1.335158 2.12 -0.51 -0.82 0.02
H 1.336492 1.988460 -1.548381 0.37 3.66 0.15 0.00
H 2.185827 0.524748 -2.262442 -1.47 1.20 1.76 0.00
H 0.484620 0.581328 -1.527886 0.61 -0.38 0.05 0.00
```
Positions in Å, forces in eV/Å.

=====

# 11
ORCA calculation (the ωB97M-V functional and the def2-TZVPD basis) on the ion C3H7NOP with charge +1 in a non-equilibrium geometry.

Output
Total charge: +1
SMILES: O=PC[C@H]1C[NH2+]1
E, eV: -16041.6164
LUMO energy, hartree: -0.1738
HOMO level, eV: -13.566
Energy relative to the best compared isomer or geometry (same formula, charge and spin), kcal per mole: 11.55

```
13
Properties=species:S:1:pos:R:3:forces:R:3:mulliken_charge:R:1
O 3.602785 0.105366 0.550581 1.62 0.40 1.67 -0.33
P 2.718221 -0.200142 -0.528784 -2.50 0.30 -1.04 0.50
C 0.934862 0.698461 0.085960 1.40 0.37 -2.19 -1.11
C -0.102417 -0.221495 -0.339683 0.20 -1.91 -0.48 0.12
C -1.035855 -0.910910 0.517930 -1.37 -1.36 -0.71 -0.45
N -1.577590 0.144334 -0.310632 -1.01 1.21 -0.56 -0.21
H 1.093764 1.041409 1.095889 -0.48 -0.12 0.33 0.49
H 0.849162 1.523753 -0.652575 0.59 0.09 0.57 0.41
H 0.062263 -0.796863 -1.215702 0.52 -0.20 -0.95 0.40
H -1.490249 -1.819414 0.110254 0.61 -0.12 0.70 0.29
H -1.087190 -0.730700 1.540296 0.02 0.04 1.68 0.31
H -2.436537 0.113544 -0.866134 0.73 -1.02 -0.65 0.28
H -1.531214 1.052658 0.012604 -0.32 2.30 1.65 0.29
```
Positions in Å, forces in eV/Å.

=====

# 12
ORCA calculation (the ωB97M-V functional and the def2-TZVPD basis) on a cluster of 2 separate species, C3H7NOS in total in a non-equilibrium geometry.

Output
E, eV: -17593.2805
LUMO energy, hartree: 0.0272
HOMO level, eV: -9.284
Energy relative to the best compared isomer or geometry (same formula, charge and spin), kcal per mole: 107.20

```
13
Properties=species:S:1:pos:R:3:forces:R:3:mulliken_charge:R:1
C 2.699663 0.386960 -0.696069 -0.31 0.54 1.33 -0.31
C -0.971256 -0.562046 -0.967759 -1.58 -0.66 -0.70 -0.99
C 3.024184 0.840870 0.373108 0.52 -0.52 -1.32 -0.47
N -0.881151 0.274379 1.495617 1.47 0.81 -3.40 -0.48
O -1.602936 1.793397 -0.723462 0.21 0.82 0.89 -0.62
S -0.547372 0.972501 -0.093355 -1.58 -1.88 0.32 0.57
H 2.133440 0.054282 -1.517045 0.03 -0.27 -0.61 0.41
H -1.932769 -0.505916 -1.579338 1.02 0.52 1.34 0.31
H -0.924852 -1.505529 -0.472394 -0.44 -0.35 1.48 0.40
H -0.285706 -0.840485 -1.693961 1.90 0.44 -1.82 0.32
H 3.592484 1.218139 1.175264 -0.02 0.20 0.57 0.40
H -0.376011 0.774657 2.172948 -0.04 0.57 1.30 0.23
H -1.774673 -0.111030 1.627719 -1.17 -0.22 0.63 0.23
```
Positions in Å, forces in eV/Å.